{
  "formula": "C14H50Ca2O24P2S2",
  "method": "ωB97M-V with the def2-TZVPD basis set",
  "elements": ["Ca", "Ca", "S", "O", "O", "O", "O", "S", "O", "O", "O", "O", "C", "O", "H", "H", "H", "H", "C", "O", "H", "H", "H", "H", "C", "O", "H", "H", "H", "H", "C", "O", "H", "H", "H", "H", "C", "O", "H", "H", "H", "H", "C", "O", "H", "H", "H", "H", "C", "O", "H", "H", "H", "H", "C", "O", "H", "H", "H", "H", "C", "O", "P", "O", "O", "C", "O", "C", "H", "H", "H", "H", "H", "H", "H", "H", "H", "C", "O", "P", "O", "O", "C", "O", "C", "H", "H", "H", "H", "H", "H", "H", "H", "H"],
  "coordinates": [[1.712, 2.737, 0.213], [-1.807, 1.053, -0.432], [0.769, -0.088, 0.479], [1.492, -1.295, 0.034], [0.483, 0.809, -0.668], [-0.557, -0.391, 1.037], [1.613, 0.743, 1.371], [-0.951, 3.934, -0.463], [-1.514, 5.185, -0.059], [-0.698, 2.990, 0.683], [-1.801, 3.174, -1.413], [0.446, 4.061, -1.009], [-0.355, -2.729, 3.405], [-1.428, -2.458, 2.539], [0.568, -3.015, 2.882], [-0.088, -1.863, 4.029], [-0.657, -3.564, 4.036], [-1.172, -1.748, 1.927], [4.638, 0.893, 1.118], [3.963, 2.143, 1.297], [3.952, 0.206, 0.635], [5.520, 1.014, 0.488], [4.920, 0.467, 2.084], [4.565, 2.770, 1.707], [2.951, 1.642, 4.556], [2.584, 0.381, 4.026], [3.028, 1.622, 5.645], [3.954, 1.907, 4.197], [2.216, 2.417, 4.316], [2.174, 0.568, 3.169], [3.734, -3.082, 1.772], [2.514, -3.604, 1.282], [3.611, -2.089, 2.216], [4.093, -3.775, 2.532], [4.510, -3.028, 0.997], [2.091, -2.922, 0.748], [-3.087, -1.899, -1.925], [-2.419, -1.309, -0.815], [-2.417, -2.034, -2.773], [-3.509, -2.869, -1.652], [-3.909, -1.249, -2.224], [-1.720, -1.936, -0.543], [2.402, 2.256, -2.936], [3.020, 1.720, -1.744], [2.219, 3.315, -2.761], [3.064, 2.127, -3.791], [1.436, 1.784, -3.087], [3.064, 0.762, -1.883], [-0.218, -4.355, -0.149], [-0.384, -3.159, -0.886], [-0.005, -4.192, 0.908], [-1.131, -4.939, -0.260], [0.603, -4.973, -0.536], [0.406, -2.608, -0.770], [3.361, -2.444, -2.502], [3.151, -1.125, -2.017], [2.783, -2.612, -3.420], [4.410, -2.575, -2.762], [3.053, -3.185, -1.762], [2.543, -1.174, -1.265], [-4.749, 3.806, 3.915], [-4.155, 3.169, 2.761], [-3.371, 1.836, 2.862], [-2.885, 1.338, 1.579], [-2.220, 2.122, 3.911], [-0.986, 1.403, 3.807], [-4.386, 0.892, 3.597], [-4.016, -0.461, 3.934], [-4.453, 3.315, 4.839], [-5.829, 3.744, 3.814], [-4.418, 4.839, 3.899], [-1.111, 0.433, 3.324], [-0.631, 1.218, 4.820], [-0.254, 1.964, 3.231], [-3.888, -0.523, 5.013], [-3.086, -0.780, 3.457], [-4.794, -1.136, 3.592], [-0.092, -1.778, -4.086], [-1.178, -1.036, -4.661], [-1.302, 0.483, -4.274], [-1.395, 0.748, -2.842], [-0.064, 1.149, -4.946], [-0.048, 1.607, -6.311], [-2.516, 0.960, -5.123], [-3.845, 0.784, -4.622], [0.257, -1.333, -3.150], [0.735, -1.811, -4.794], [-0.440, -2.782, -3.856], [0.374, 2.608, -6.329], [-1.046, 1.636, -6.740], [0.569, 0.930, -6.900], [-4.150, -0.258, -4.719], [-4.486, 1.410, -5.237], [-3.927, 1.114, -3.587]],
  "gap_ev": 8.81,
  "homo_ev": -8.894
}

---

{
  "formula": "C14H50N16O14",
  "method": "ωB97M-V with the def2-TZVPD basis set",
  "elements": ["C", "O", "N", "N", "H", "H", "H", "H", "C", "O", "N", "N", "H", "H", "H", "H", "C", "O", "N", "N", "H", "H", "H", "H", "C", "O", "N", "N", "H", "H", "H", "H", "C", "O", "N", "N", "H", "H", "H", "H", "C", "O", "N", "N", "H", "H", "H", "H", "C", "O", "N", "N", "H", "H", "H", "H", "C", "O", "N", "N", "H", "H", "H", "H", "C", "C", "O", "O", "H", "H", "H", "H", "H", "H", "C", "C", "O", "O", "H", "H", "H", "H", "H", "H", "C", "C", "O", "O", "H", "H", "H", "H", "H", "H"],
  "coordinates": [[1.183, -3.874, 3.766], [1.502, -3.881, 2.514], [0.590, -2.765, 4.320], [1.333, -4.977, 4.634], [0.245, -2.898, 5.281], [0.163, -2.061, 3.707], [0.712, -5.113, 5.418], [1.605, -5.850, 4.180], [4.092, 1.438, -3.171], [3.604, 1.470, -4.313], [5.292, 0.694, -2.761], [3.516, 2.144, -2.092], [5.009, 0.060, -2.037], [5.770, 0.197, -3.511], [3.817, 1.915, -1.156], [2.742, 2.789, -2.156], [2.530, 0.303, 3.577], [1.346, 0.053, 3.593], [3.478, -0.462, 4.234], [2.993, 1.387, 2.801], [3.136, -1.406, 4.367], [4.355, -0.499, 3.711], [3.868, 1.799, 3.097], [2.250, 2.045, 2.503], [0.441, -1.128, -3.809], [-0.422, -0.382, -3.306], [0.349, -1.813, -5.135], [1.601, -1.496, -3.060], [1.202, -2.303, -5.337], [-0.079, -1.317, -5.885], [2.383, -1.702, -3.663], [1.997, -0.850, -2.375], [3.370, -1.861, -0.199], [4.012, -1.441, -1.181], [3.006, -0.994, 0.933], [2.830, -3.158, -0.035], [2.154, -1.266, 1.428], [2.970, -0.004, 0.724], [2.578, -3.276, 0.921], [3.210, -4.014, -0.386], [-0.312, 2.950, 2.386], [0.919, 3.264, 2.240], [-0.800, 2.263, 3.456], [-1.360, 3.535, 1.641], [-1.658, 1.709, 3.274], [-0.135, 1.966, 4.154], [-1.222, 3.791, 0.685], [-2.314, 3.390, 1.937], [-3.986, 2.137, -0.400], [-3.983, 2.759, 0.679], [-3.912, 2.802, -1.600], [-4.144, 0.773, -0.502], [-3.753, 2.291, -2.469], [-3.726, 3.771, -1.647], [-3.655, 0.356, -1.310], [-4.190, 0.202, 0.302], [0.901, 4.402, -1.118], [-0.047, 3.637, -0.921], [0.885, 5.432, -2.172], [2.116, 4.452, -0.334], [1.786, 5.665, -2.531], [0.150, 5.362, -2.868], [2.834, 5.140, -0.593], [2.055, 4.016, 0.566], [-3.885, -0.348, -3.718], [-3.942, -0.916, -5.158], [-4.146, 0.127, -6.182], [-2.893, 0.632, -3.503], [-3.666, -1.141, -2.997], [-4.828, 0.086, -3.401], [-4.651, -1.711, -5.311], [-2.941, -1.344, -5.324], [-3.489, 0.800, -6.022], [-1.978, 0.224, -3.540], [-3.056, -3.649, 2.412], [-3.432, -2.280, 2.918], [-2.546, -1.749, 3.938], [-1.908, -3.462, 1.564], [-3.828, -4.094, 1.819], [-2.810, -4.286, 3.293], [-4.379, -2.389, 3.385], [-3.523, -1.548, 2.108], [-1.864, -1.308, 3.432], [-1.210, -3.212, 2.180], [-0.786, -0.863, 0.653], [-0.518, 0.460, -0.052], [0.802, 1.021, 0.238], [-0.573, -0.874, 2.076], [-0.281, -1.732, 0.272], [-1.836, -1.141, 0.467], [-1.243, 1.222, 0.308], [-0.723, 0.373, -1.117], [0.764, 1.904, -0.145], [0.187, -0.369, 2.419]],
  "gap_ev": 9.86,
  "smiles": "NC(N)=O.NC(N)=O.NC(N)=O.NC(N)=O.NC(N)=O.NC(N)=O.NC(N)=O.NC(N)=O.OCCO.OCCO.OCCO",
  "homo_ev": -9.442
}

---

{
  "formula": "C14H50N2O11",
  "method": "ωB97M-V with the def2-TZVPD basis set",
  "elements": ["C", "C", "O", "H", "H", "H", "H", "H", "H", "C", "C", "O", "H", "H", "H", "H", "H", "H", "C", "C", "O", "H", "H", "H", "H", "H", "H", "C", "O", "N", "N", "H", "H", "H", "H", "C", "O", "H", "H", "H", "H", "C", "O", "H", "H", "H", "H", "C", "O", "H", "H", "H", "H", "C", "O", "H", "H", "H", "H", "C", "O", "H", "H", "H", "H", "C", "O", "H", "H", "H", "H", "C", "O", "H", "H", "H", "H"],
  "coordinates": [[0.576, -0.627, -2.056], [0.549, 0.176, -0.710], [1.658, -0.076, 0.060], [-0.333, -0.371, -2.625], [0.693, -1.649, -1.820], [1.465, -0.345, -2.660], [-0.208, -0.279, -0.114], [0.376, 1.220, -0.866], [1.700, 0.344, 0.902], [-3.499, 1.624, -5.012], [-2.809, 0.875, -3.860], [-2.641, 1.582, -2.695], [-2.905, 2.521, -5.191], [-4.611, 1.822, -4.817], [-3.414, 0.972, -5.842], [-1.869, 0.487, -4.242], [-3.351, -0.093, -3.744], [-2.431, 0.961, -2.015], [-0.616, -2.838, 0.796], [-1.990, -3.135, 1.380], [-2.016, -3.151, 2.793], [-0.067, -2.036, 1.339], [-0.730, -2.555, -0.249], [0.012, -3.762, 0.770], [-2.530, -3.954, 0.935], [-2.673, -2.443, 0.882], [-1.477, -3.821, 3.222], [1.635, 2.235, 2.907], [0.395, 2.882, 3.049], [2.753, 2.920, 2.997], [1.700, 0.928, 2.682], [2.573, 3.960, 2.957], [3.679, 2.559, 2.733], [0.860, 0.363, 2.988], [2.547, 0.313, 2.735], [-0.747, -4.538, -2.318], [-1.455, -5.100, -1.276], [-1.020, -3.523, -2.511], [-1.068, -5.106, -3.210], [0.332, -4.708, -2.179], [-1.309, -6.017, -1.341], [-3.783, -0.190, -0.255], [-2.711, -0.719, -0.969], [-4.432, -0.998, 0.188], [-4.506, 0.184, -0.902], [-3.461, 0.434, 0.582], [-2.719, -1.669, -0.959], [-1.723, 3.235, -0.200], [-1.811, 4.526, 0.320], [-2.715, 2.805, -0.469], [-1.253, 2.597, 0.515], [-1.099, 3.282, -1.061], [-1.098, 4.649, 0.937], [5.036, 1.304, 1.119], [5.072, 2.671, 1.205], [5.877, 0.800, 1.351], [4.799, 1.033, 0.136], [4.254, 0.934, 1.762], [4.217, 2.921, 0.852], [1.962, 3.408, -0.317], [3.116, 4.093, -0.382], [2.088, 2.376, 0.019], [1.334, 3.270, -1.196], [1.363, 3.782, 0.477], [2.961, 4.955, -0.833], [3.204, -2.793, 0.864], [3.979, -3.830, 1.552], [2.124, -2.743, 1.059], [3.223, -2.888, -0.207], [3.576, -1.792, 1.122], [3.531, -4.660, 1.325], [-1.515, 0.265, 2.659], [-0.444, -0.332, 3.416], [-2.151, 0.852, 3.294], [-2.108, -0.410, 2.183], [-1.025, 0.870, 1.882], [-0.912, -0.836, 4.122]],
  "gap_ev": 9.51,
  "smiles": "NC(N)=O.CCO.CCO.CCO.CO.CO.CO.CO.CO.CO.CO",
  "homo_ev": -9.283
}

---

{
  "formula": "C14H50N6O11",
  "method": "ωB97M-V with the def2-TZVPD basis set",
  "elements": ["C", "O", "H", "H", "H", "H", "C", "O", "H", "H", "H", "H", "C", "O", "H", "H", "H", "H", "C", "O", "H", "H", "H", "H", "C", "O", "H", "H", "H", "H", "C", "O", "N", "N", "H", "H", "H", "H", "C", "O", "N", "N", "H", "H", "H", "H", "C", "O", "N", "N", "H", "H", "H", "H", "C", "C", "O", "H", "H", "H", "H", "H", "H", "C", "C", "O", "H", "H", "H", "H", "H", "H", "C", "C", "O", "H", "H", "H", "H", "H", "H"],
  "coordinates": [[-1.040, 1.117, 3.681], [-0.363, 1.891, 4.658], [-1.973, 0.762, 4.122], [-1.323, 1.778, 2.856], [-0.507, 0.253, 3.279], [0.075, 2.624, 4.193], [2.661, -1.413, -1.722], [3.778, -0.517, -1.688], [2.378, -1.662, -0.699], [1.767, -0.975, -2.173], [2.877, -2.250, -2.386], [4.545, -0.979, -2.033], [-3.331, -1.994, 0.558], [-2.220, -2.821, 0.953], [-4.218, -2.491, 0.956], [-3.243, -1.050, 1.091], [-3.420, -1.910, -0.523], [-2.490, -3.738, 1.038], [-4.726, 1.879, 0.175], [-4.297, 1.284, -1.018], [-4.737, 2.969, 0.074], [-5.692, 1.481, 0.488], [-4.025, 1.734, 1.005], [-3.383, 0.989, -0.891], [0.225, -3.888, 3.135], [-0.794, -2.881, 3.240], [-0.004, -4.631, 2.368], [1.217, -3.447, 3.046], [0.198, -4.499, 4.042], [-1.331, -3.018, 2.440], [-0.569, 0.550, -0.043], [-1.621, 0.831, -0.612], [0.486, 1.372, -0.017], [-0.341, -0.636, 0.568], [0.377, 2.167, -0.631], [1.354, 1.321, 0.485], [0.538, -0.698, 1.063], [-1.041, -1.328, 0.775], [3.276, -0.088, 2.162], [2.302, -0.728, 1.819], [4.249, 0.257, 1.305], [3.497, 0.344, 3.434], [4.138, -0.131, 0.378], [5.079, 0.739, 1.591], [2.840, 0.132, 4.166], [4.304, 0.913, 3.607], [1.804, 4.077, 2.744], [0.777, 3.959, 3.379], [2.823, 4.886, 3.084], [1.967, 3.534, 1.499], [3.531, 4.944, 2.377], [2.756, 5.469, 3.898], [2.823, 3.571, 0.977], [1.168, 3.064, 1.098], [-0.171, -4.467, -1.108], [0.689, -5.293, -2.059], [0.498, -4.849, -3.393], [-0.212, -4.858, -0.087], [-1.221, -4.572, -1.397], [0.086, -3.414, -1.000], [0.387, -6.343, -2.049], [1.753, -5.164, -1.870], [-0.427, -4.850, -3.646], [-0.086, 5.370, -3.164], [0.841, 4.229, -2.736], [0.714, 4.184, -1.318], [0.087, 6.265, -2.570], [-1.119, 5.031, -3.155], [0.142, 5.649, -4.198], [1.848, 4.289, -3.153], [0.454, 3.233, -2.963], [1.248, 4.877, -0.917], [-1.989, -0.369, -3.725], [-1.902, -1.864, -3.408], [-2.959, -2.449, -4.167], [-2.972, 0.019, -3.468], [-1.712, -0.209, -4.766], [-1.263, 0.109, -3.064], [-2.135, -1.986, -2.344], [-0.915, -2.295, -3.593], [-2.787, -3.392, -4.057]],
  "gap_ev": 8.96,
  "smiles": "NC(N)=O.NC(N)=O.NC(N)=O.CCO.CCO.CCO.CO.CO.CO.CO.CO",
  "homo_ev": -9.015
}

---

{
  "formula": "C14H51FeO12",
  "method": "ωB97M-V with the def2-TZVPD basis set",
  "elements": ["Fe", "C", "C", "O", "H", "H", "H", "H", "H", "C", "C", "O", "H", "H", "H", "H", "H", "H", "C", "C", "O", "H", "H", "H", "H", "H", "H", "C", "C", "O", "H", "H", "H", "H", "H", "H", "C", "C", "O", "H", "H", "H", "H", "H", "H", "C", "C", "O", "H", "H", "H", "H", "H", "H", "C", "C", "O", "H", "H", "H", "H", "H", "H", "O", "H", "H", "O", "H", "H", "O", "H", "H", "O", "H", "H", "O", "H", "H"],
  "coordinates": [[-3.695, 2.423, -2.258], [0.083, 0.068, -1.256], [-1.019, 1.044, -0.814], [-2.022, 1.201, -1.762], [-0.360, -0.906, -1.463], [0.754, -0.236, -0.453], [0.687, 0.412, -2.096], [-0.538, 1.948, -0.441], [-1.499, 0.530, 0.019], [1.351, 2.191, 2.560], [0.446, 1.073, 2.951], [1.303, 0.004, 3.377], [2.047, 1.988, 1.745], [1.941, 2.575, 3.392], [0.826, 3.073, 2.193], [-0.346, 0.876, 2.228], [-0.119, 1.511, 3.774], [0.821, -0.555, 3.991], [0.896, -2.701, -3.818], [-0.219, -3.700, -3.453], [-1.429, -3.173, -3.921], [0.654, -1.736, -3.374], [0.916, -2.589, -4.902], [1.889, -2.966, -3.456], [-0.233, -3.812, -2.369], [-0.071, -4.688, -3.888], [-2.133, -3.699, -3.536], [3.350, -1.619, 1.101], [3.871, -2.317, 2.327], [3.686, -3.677, 2.253], [2.412, -2.018, 0.715], [4.151, -1.631, 0.361], [3.140, -0.573, 1.328], [3.454, -2.014, 3.288], [4.935, -2.188, 2.522], [2.760, -3.879, 2.098], [-3.064, 0.351, 4.338], [-3.607, 0.610, 2.942], [-4.497, 1.736, 2.936], [-3.893, 0.097, 4.999], [-2.471, 1.158, 4.769], [-2.439, -0.542, 4.369], [-4.122, -0.327, 2.731], [-2.886, 0.794, 2.146], [-5.110, 1.615, 2.208], [3.653, 1.748, -1.315], [2.787, 3.040, -1.239], [3.147, 3.900, -2.275], [3.295, 1.163, -2.162], [3.577, 1.179, -0.388], [4.722, 1.923, -1.434], [2.970, 3.498, -0.267], [1.723, 2.828, -1.341], [4.091, 4.020, -2.147], [-0.649, -3.181, 0.455], [-0.264, -2.374, 1.719], [0.598, -3.247, 2.440], [-1.251, -2.589, -0.234], [-1.225, -4.073, 0.700], [0.215, -3.470, -0.144], [-1.095, -2.116, 2.374], [0.248, -1.444, 1.473], [0.965, -2.690, 3.131], [-2.121, 3.969, -2.449], [-1.560, 4.455, -1.846], [-1.530, 3.673, -3.142], [-3.787, -0.835, -0.256], [-4.419, -0.228, -0.640], [-2.934, -0.446, -0.447], [-1.565, 3.691, 1.863], [-1.848, 2.962, 1.312], [-0.741, 3.982, 1.472], [-0.564, 2.240, -4.682], [-1.182, 2.373, -5.401], [-0.770, 1.367, -4.347], [-1.613, -0.200, -4.078], [-1.746, -1.121, -3.855], [-1.730, 0.267, -3.251]],
  "gap_ev": [4.26, 4.23],
  "multiplicity": 5,
  "homo_ev": [-11.387, -11.387],
  "total_charge": 1,
  "s2": 6.01
}